1.
Molecular formula: C26H66BF4NO8
Method: DFT, wB97M-V/def2-TZVPD

Calculated values
- Maximum force: 19.72 eV Å⁻¹
- Electronic energy: -57429.7594 eV
- Molecular weight: 607.6 g mol⁻¹

The geometry in ORCA input format:
```
! wB97M-V def2-TZVPD RIJCOSX def2/J DEFGRID3
* xyz 0 1
C -2.6455 -3.9337 -2.2404
C -3.7545 -2.9207 -1.7984
C -5.0565 -3.6937 -1.3794
C -4.9725 -4.3007 -0.0334
C -4.6625 -3.2107 0.9716
C -3.3605 -2.4147 0.7056
N -3.2095 -2.0497 -0.6454
O -2.1425 -1.3487 -0.9654
C -2.1615 -3.2677 1.3076
C -3.4185 -1.0657 1.6136
C -4.1415 -2.0267 -2.9504
H -2.7825 -4.5397 -3.1554
H -2.6955 -4.6137 -1.7244
H -1.7285 -3.4447 -2.1544
H -5.2115 -4.4177 -2.2004
H -5.9495 -3.0117 -1.1984
H -4.2775 -5.1367 -0.0404
H -5.6905 -4.7617 0.3386
H -4.6745 -3.5277 2.0396
H -5.5715 -2.6767 1.0226
H -1.9085 -4.3247 0.8176
H -2.3015 -3.6457 2.2416
H -1.1445 -2.9707 1.2786
H -4.2785 -0.4567 1.3636
H -2.6395 -0.3687 1.5566
H -3.6395 -1.5417 2.6736
H -3.1445 -1.4777 -3.0284
H -4.8305 -1.3387 -2.4104
H -4.6625 -2.4497 -3.6994
B 0.2875 1.0103 0.0636
F 1.6085 1.3363 0.1296
F -0.5295 2.1093 0.2726
F -0.0595 0.4143 -1.1814
F -0.0605 -0.0507 1.0196
C 1.8745 -1.7987 3.3026
O 1.1295 -2.4047 2.2816
H 1.9595 -0.7677 3.1956
H 2.8505 -2.2807 3.2686
H 1.3885 -1.8147 4.3996
H 0.7055 -1.6467 2.0856
C -1.6045 1.6513 3.7686
O -0.9335 0.5103 3.5786
H -2.4505 1.6913 3.1566
H -0.8615 2.4493 3.3776
H -1.9105 1.6963 4.8336
H -0.7075 0.3363 2.5986
C -3.3165 1.8623 -2.2014
C -2.8695 3.2683 -1.7664
C -3.9865 4.3613 -2.0564
O -2.7645 3.2853 -0.4444
H -3.3865 1.8073 -3.1384
H -4.3605 1.6043 -1.8894
H -2.5725 1.1053 -1.9854
H -1.9675 3.5043 -2.3874
H -3.7825 4.6683 -2.9484
H -3.7045 5.3373 -1.6024
H -4.9585 4.2593 -1.7734
H -1.8695 3.1613 -0.1814
C 4.9995 -1.7347 2.7546
C 4.4065 -0.3887 2.9056
C 5.2485 0.4113 3.9766
O 4.5465 0.2553 1.6406
H 4.8325 -1.9597 1.5436
H 4.6835 -2.2917 3.5926
H 6.0865 -1.8017 2.8746
H 3.3285 -0.5417 3.3046
H 6.3125 0.5493 3.6736
H 5.4545 -0.3167 4.7416
H 4.7195 1.2593 4.3656
H 3.6515 0.2623 1.3226
C 1.2745 4.5103 -1.9304
C 1.6335 3.2333 -2.8084
C 2.2005 3.6633 -4.2404
O 2.6455 2.5393 -2.0794
H 0.5505 5.0003 -2.4094
H 2.0555 5.1603 -1.7744
H 0.8515 4.2173 -0.9964
H 0.9145 2.6153 -2.8504
H 1.5035 4.1353 -4.8794
H 2.3235 2.6893 -4.7564
H 3.1015 4.3143 -4.1494
H 2.2865 1.9573 -1.4574
C 1.2445 -2.8417 -1.6064
C 1.3065 -1.9637 -2.9804
C 1.7015 -2.9217 -4.0144
O 0.0295 -1.4347 -3.2064
H 1.1415 -2.0677 -0.8124
H 2.0095 -3.4707 -1.3074
H 0.1935 -3.5247 -1.6254
H 1.9885 -1.0757 -2.9744
H 2.5745 -3.5137 -3.8884
H 1.8245 -2.4847 -4.9724
H 0.9445 -3.8077 -4.0544
H -0.1155 -0.6487 -2.5054
C 3.1955 3.0883 3.0316
C 3.9505 2.8963 1.7166
C 5.3835 3.3713 1.8966
O 3.8075 1.5353 1.3026
H 3.1685 4.1553 3.2366
H 3.4715 2.7173 3.9126
H 2.0195 2.9313 3.0456
H 3.4755 3.4463 1.0346
H 5.9655 3.2383 1.0596
H 5.8955 2.9663 2.7086
H 5.5345 4.5003 1.9226
H 3.1875 1.4433 0.6376
*
```

---

2.
Molecular formula: C26H66BN2O19S2
Method: DFT, wB97M-V/def2-TZVPD

Calculated values
- Maximum force: 6.55 eV Å⁻¹
- Electronic energy: -92249.4573 eV
- Molecular weight: 785.8 g mol⁻¹

The geometry in ORCA input format:
```
! wB97M-V def2-TZVPD RIJCOSX def2/J DEFGRID3
* xyz -1 1
C 1.1527 0.9894 -2.7379
B 1.4138 1.0253 -4.3633
O 0.7032 2.0250 -5.1923
S 2.6513 -0.2415 -5.0817
O 1.9398 -1.6386 -4.8969
O 2.8607 -0.0780 -6.6083
N 4.1438 -0.3423 -4.1814
S 5.2164 0.9947 -4.5128
O 4.5392 2.2520 -5.1080
O 6.3799 0.6202 -5.5116
C 5.9970 1.4584 -2.8313
O 7.0606 2.4678 -2.9485
N 6.5570 3.7093 -2.8355
O 6.7814 4.2666 -3.9166
H 1.6775 1.8702 -2.1537
H 1.5662 -0.0510 -2.3548
H -0.0200 1.1032 -2.5874
H 0.3734 1.6240 -6.0499
H 5.1582 1.7299 -2.0339
H 6.4802 0.4448 -2.4296
C -2.7929 -3.4883 0.3704
O -3.2537 -3.1690 -0.9366
C -3.4698 -1.7636 -1.1062
C -2.3222 -1.1177 -1.8902
O -1.1079 -1.1251 -1.1339
C -0.2116 -2.1408 -1.5685
H -2.4554 -4.5293 0.3713
H -1.9566 -2.8524 0.6751
H -3.6130 -3.3879 1.0874
H -3.6114 -1.2683 -0.1361
H -4.3944 -1.6517 -1.6800
H -2.5749 -0.0663 -2.0752
H -2.1851 -1.6051 -2.8610
H 0.2247 -1.8631 -2.5326
H -0.7082 -3.1110 -1.6531
H 0.5934 -2.2263 -0.8328
C 0.0180 -1.3816 5.2717
O -1.0276 -0.5142 4.8507
C -0.5478 0.7964 4.5303
C -0.4454 0.9930 3.0139
O 0.5835 0.1730 2.4522
C 0.0568 -0.9748 1.7974
H -0.3736 -2.4031 5.3013
H 0.8700 -1.3565 4.5863
H 0.3458 -1.1055 6.2782
H 0.4167 0.9915 5.0185
H -1.2773 1.5075 4.9287
H -0.1649 2.0350 2.8158
H -1.4081 0.8068 2.5267
H -0.4178 -0.6804 0.8566
H -0.6641 -1.5050 2.4252
H 0.8856 -1.6527 1.5730
C -9.0018 -6.1496 2.0265
O -9.0724 -4.8139 1.5429
C -8.1454 -3.9479 2.2071
C -6.9180 -3.6746 1.3310
O -6.1273 -4.8548 1.1623
C -6.3231 -5.4536 -0.1132
H -9.5748 -6.7910 1.3498
H -7.9721 -6.5165 2.0632
H -9.4498 -6.2071 3.0229
H -7.8498 -4.3620 3.1806
H -8.6667 -3.0031 2.3868
H -6.2841 -2.9374 1.8395
H -7.2106 -3.2542 0.3633
H -5.8393 -4.8484 -0.8856
H -7.3844 -5.5723 -0.3470
H -5.8576 -6.4436 -0.1029
C -0.0289 -5.3593 6.5454
O -0.3678 -4.1384 7.1915
C -1.6733 -4.1807 7.7783
C -1.5921 -4.3857 9.2949
O -1.0980 -5.6890 9.6169
C 0.2666 -5.6611 10.0180
H 1.0380 -5.3355 6.3030
H -0.2201 -6.2261 7.1845
H -0.5950 -5.4553 5.6142
H -2.2899 -4.9588 7.3083
H -2.1423 -3.2127 7.5788
H -2.6053 -4.3184 9.7103
H -0.9845 -3.6061 9.7657
H 0.3505 -5.2274 11.0190
H 0.8842 -5.0942 9.3165
H 0.6359 -6.6904 10.0516
C -3.5905 1.8484 -6.9426
O -2.4386 2.6565 -6.7353
C -2.3459 3.7215 -7.6880
C -2.7829 5.0550 -7.0719
O -4.1840 5.0590 -6.7828
C -4.4462 4.8681 -5.3977
H -3.7116 1.1932 -6.0745
H -4.4972 2.4503 -7.0520
H -3.4513 1.2259 -7.8314
H -2.9310 3.4939 -8.5894
H -1.2940 3.7964 -7.9789
H -2.6075 5.8519 -7.8054
H -2.1951 5.2872 -6.1779
H -4.1852 5.7738 -4.8422
H -3.8945 4.0149 -4.9942
H -5.5165 4.6789 -5.2737
C 7.7120 7.2990 -1.7625
O 8.0041 6.5895 -0.5649
C 9.0780 5.6578 -0.7359
C 10.3830 6.2026 -0.1452
O 10.8631 7.3237 -0.8930
C 10.5978 8.5584 -0.2381
H 7.0371 8.1247 -1.5170
H 8.6141 7.7132 -2.2219
H 7.2074 6.6365 -2.4719
H 9.2048 5.3949 -1.7949
H 8.7990 4.7492 -0.1942
H 11.1502 5.4215 -0.2156
H 10.2603 6.4574 0.9125
H 11.2606 8.6706 0.6251
H 9.5557 8.6311 0.0839
H 10.8008 9.3710 -0.9419
*
```

---

3.
Molecular formula: C26H66N4O10
Method: DFT, wB97M-V/def2-TZVPD

Calculated values
- Maximum force: 2.61 eV Å⁻¹
- Electronic energy: -54457.3048 eV
- Molecular weight: 594.8 g mol⁻¹
- SMILES: COCCNCCOC.COCCNCCOC.COCCNCCOC.COCCNCCOC.OCCO

The geometry in ORCA input format:
```
! wB97M-V def2-TZVPD RIJCOSX def2/J DEFGRID3
* xyz 0 1
C -18.6414 -22.0171 -1.9765
O -17.7876 -20.8643 -2.1703
C -18.3515 -19.5511 -1.9140
C -17.9845 -19.0849 -0.4813
N -18.7089 -17.8479 -0.1702
C -18.2621 -17.2401 1.0470
C -19.1751 -16.0255 1.4061
O -19.2442 -14.9487 0.4700
C -19.1666 -13.5877 0.8367
H -18.1638 -22.9083 -2.3837
H -19.5198 -22.0000 -2.6217
H -18.9365 -22.1051 -0.9309
H -19.4129 -19.5350 -2.1615
H -17.8456 -18.9256 -2.6495
H -16.9073 -19.0362 -0.3222
H -18.4834 -19.8116 0.1599
H -18.7603 -17.0689 -0.8109
H -17.3003 -16.8512 0.7126
H -18.3105 -17.9810 1.8450
H -18.8219 -15.6581 2.3697
H -20.1735 -16.3696 1.6761
H -19.4272 -12.9280 0.0091
H -18.2243 -13.3199 1.3147
H -19.9652 -13.5002 1.5734
C -14.6618 -15.5440 -0.7396
O -15.1921 -14.4003 -1.3762
C -15.2504 -14.6103 -2.7945
C -13.8885 -14.5705 -3.4908
N -13.9799 -14.9236 -4.9420
C -12.5530 -15.0325 -5.3276
C -11.9485 -16.4374 -5.3891
O -11.5864 -16.8709 -4.0333
C -10.8160 -18.0209 -3.8241
H -14.2900 -15.3748 0.2710
H -13.7807 -15.8845 -1.2833
H -15.3090 -16.4203 -0.7038
H -15.8076 -13.7420 -3.1462
H -15.7695 -15.5141 -3.1134
H -13.3276 -15.3380 -2.9575
H -13.4354 -13.5986 -3.2953
H -14.3042 -15.8510 -5.1761
H -11.8446 -14.5739 -4.6377
H -12.2698 -14.5236 -6.2490
H -11.1301 -16.5031 -6.1061
H -12.6533 -17.1700 -5.7823
H -10.8593 -18.1520 -2.7429
H -9.8362 -17.7702 -4.2305
H -11.2091 -18.8883 -4.3544
C -16.9095 -6.4400 -7.8951
O -16.6494 -6.7207 -6.4997
C -17.7383 -7.4668 -5.9281
C -17.2902 -7.6149 -4.4138
N -17.2876 -6.3592 -3.6226
C -18.5405 -6.0464 -2.8795
C -19.7978 -5.7483 -3.7258
O -19.5512 -4.7384 -4.7618
C -20.6176 -4.6648 -5.7005
H -17.1030 -7.4253 -8.3193
H -16.0655 -6.0511 -8.4648
H -17.7940 -5.8245 -8.0597
H -18.0150 -8.3190 -6.5489
H -18.6799 -6.9273 -6.0300
H -16.2788 -8.0120 -4.3273
H -17.8573 -8.4479 -3.9983
H -16.9880 -5.6668 -4.2942
H -18.3916 -5.1389 -2.2944
H -18.7222 -6.8593 -2.1765
H -20.5489 -5.4437 -2.9970
H -20.0018 -6.6858 -4.2432
H -21.5160 -4.7949 -5.0971
H -20.4879 -5.3933 -6.5008
H -20.6455 -3.6092 -5.9709
C -13.8176 -5.8824 -3.5523
O -14.0581 -6.4889 -2.2123
C -13.4001 -5.8024 -1.1168
C -13.9307 -4.3150 -1.0405
N -14.8784 -4.0542 0.0610
C -16.2812 -4.3254 -0.1778
C -16.7149 -5.8099 0.1826
O -17.8280 -5.7029 1.1051
C -18.5584 -6.9439 1.4086
H -14.4775 -5.1175 -3.9617
H -13.9000 -6.6333 -4.3381
H -12.8609 -5.3682 -3.6449
H -12.3115 -5.7805 -1.0660
H -13.6972 -6.3469 -0.2206
H -14.4800 -4.0796 -1.9520
H -13.0092 -3.7390 -0.9550
H -14.6103 -4.4514 0.9501
H -16.5554 -4.0890 -1.2060
H -16.8778 -3.6350 0.4183
H -15.9302 -6.4367 0.6061
H -17.0154 -6.3749 -0.6998
H -17.8119 -7.7353 1.4767
H -19.2396 -7.0376 0.5628
H -19.1634 -6.8114 2.3055
O -14.8969 -8.8859 -1.2667
C -15.9497 -9.7961 -1.4120
C -15.5477 -11.2222 -1.0046
O -16.5501 -12.1369 -0.6632
H -15.1900 -8.0467 -1.6292
H -16.7887 -9.4700 -0.7973
H -16.3908 -9.7434 -2.4074
H -14.8490 -11.2060 -0.1681
H -14.8174 -11.7030 -1.6554
H -16.6028 -12.8962 -1.2483
*
```

---

4.
Molecular formula: C26H66N6O10S4
Method: DFT, wB97M-V/def2-TZVPD

Calculated values
- Maximum force: 3.32 eV Å⁻¹
- Electronic energy: -100788.4850 eV
- Molecular weight: 751.1 g mol⁻¹

The geometry in ORCA input format:
```
! wB97M-V def2-TZVPD RIJCOSX def2/J DEFGRID3
* xyz 0 1
C -0.0743 -6.1438 3.4629
C 0.1289 -5.4251 2.1616
O -0.5023 -4.4568 1.8495
N 1.1226 -5.9286 1.3089
C 1.3975 -5.2506 0.0411
H 0.8517 -6.3943 4.0488
H -0.5686 -7.0789 3.3297
H -0.6532 -5.5211 4.1150
H 1.7443 -6.6559 1.5176
H 1.9910 -5.9045 -0.6207
H 2.0882 -4.4450 0.2859
H 0.5019 -4.7381 -0.3372
C 1.2615 3.8795 5.0483
C 1.2022 3.0713 3.7388
O 1.4879 1.8724 3.7085
N 0.8390 3.7222 2.5797
C 0.5187 5.1527 2.5789
H 1.6258 3.2649 5.8372
H 0.3115 4.2352 5.4006
H 1.9320 4.7468 4.9727
H 0.9325 3.2388 1.6900
H -0.0932 5.3937 1.7194
H 1.4266 5.8018 2.5704
H -0.0420 5.3828 3.5037
C 0.5022 -0.9796 5.6884
C 1.8404 -0.7023 6.3676
O 2.1852 -1.3286 7.3335
N 2.5737 0.2708 5.8283
C 3.8601 0.7341 6.3449
H 0.0865 -0.0802 5.2025
H -0.1768 -1.3879 6.4605
H 0.6203 -1.8359 5.0068
H 2.1897 0.8480 5.0825
H 4.2554 0.1137 7.1779
H 3.7721 1.8062 6.6037
H 4.5246 0.7113 5.5005
C -0.0104 0.6720 -1.2440
C 0.4654 1.0965 0.1157
O 1.0526 2.1660 0.2525
N 0.3400 0.2281 1.1438
C 0.1757 -1.2120 1.0122
H 0.7575 0.0377 -1.6793
H -0.1076 1.5500 -1.8991
H -0.8711 0.0126 -1.1606
H 0.5867 0.5456 2.0324
H -0.3843 -1.5301 0.1051
H -0.3948 -1.4812 1.9214
H 1.1196 -1.7561 0.9174
C 0.0044 -4.3033 -3.9930
C 0.8895 -3.2960 -3.2426
O 0.5171 -2.6987 -2.2584
N 2.1376 -3.1558 -3.7000
C 3.0162 -2.2638 -2.9989
H -0.5912 -4.9028 -3.3331
H 0.5677 -4.9724 -4.6399
H -0.6833 -3.7499 -4.6012
H 2.4199 -3.5376 -4.5940
H 3.9004 -1.9995 -3.5585
H 3.3627 -2.5891 -2.0416
H 2.4839 -1.3613 -2.6912
C -2.5768 -3.4621 -0.7999
C -3.5062 -2.2289 -0.8226
O -3.0525 -1.0696 -0.8596
N -4.8185 -2.4915 -0.9298
C -5.7891 -1.4041 -0.7655
H -1.5294 -3.1555 -1.0089
H -2.8416 -4.1648 -1.5901
H -2.6322 -3.9549 0.1693
H -5.1111 -3.4375 -0.9419
H -6.1693 -1.2971 0.2140
H -6.5484 -1.6259 -1.5661
H -5.2939 -0.5192 -1.0326
C -3.7020 2.1962 -1.6726
S -4.4457 3.8425 -1.4232
O -3.2839 4.7667 -1.4079
C -4.9766 3.8389 0.2906
H -2.8438 2.3874 -2.3304
H -4.4416 1.5529 -2.0923
H -3.3545 1.7844 -0.7339
H -4.2242 3.3820 0.9683
H -5.9139 3.2993 0.4820
H -5.0444 4.8954 0.5449
C 1.4405 3.5363 -3.6149
S -0.2289 4.2598 -3.5962
O -1.1766 3.0938 -3.6353
C -0.2567 4.8695 -1.9000
H 2.1643 4.2981 -3.4850
H 1.5703 2.9687 -4.5480
H 1.4678 2.8585 -2.7657
H -1.3156 4.8415 -1.5601
H 0.0640 5.8884 -1.9605
H 0.3750 4.3485 -1.1864
C 4.1023 2.7430 -1.3763
S 3.6813 0.9983 -1.0082
O 4.8784 0.2591 -1.6384
C 3.8881 0.9788 0.7678
H 3.4403 3.4561 -0.8746
H 4.1194 2.8427 -2.4639
H 5.1136 2.8491 -1.0513
H 3.0556 1.5341 1.2644
H 4.8153 1.5094 1.0208
H 4.0009 -0.0787 0.9758
C -3.2416 -0.1822 -4.4177
S -1.9084 -1.3111 -4.8063
O -2.0321 -1.7126 -6.2408
C -0.6015 -0.0314 -4.6706
H -4.1063 -0.8090 -4.2189
H -3.3976 0.5331 -5.1876
H -3.0522 0.2941 -3.4579
H 0.3009 -0.5541 -4.8888
H -0.6856 0.4069 -3.6582
H -0.7930 0.6890 -5.4827
*
```